Entry 1:
C5HHgO3 | wB97M-V/def2-TZVPD

Atoms and positions in Å:
O1 1.903 -0.208 -0.211
O2 -1.395 -0.716 -2.171
C1 1.818 0.168 1.038
O3 0.524 1.146 2.827
C2 0.564 0.635 1.534
C3 -0.585 0.270 0.890
C4 -1.419 -0.069 0.002
C5 -2.168 -0.456 -1.099
H1 1.445 1.155 3.118
Hg1 0.402 -0.502 -1.358

Lowest unoccupied orbital energy (alpha / beta) ... 3.3079 / 3.3079 eV
Gap between HOMO and LUMO (alpha / beta) ... 6.65 / 6.65 eV
Highest occupied orbital energy (alpha / beta) ... -3.34 / -3.34 eV
Net charge ... -1

Entry 2:
C4H13N3O | wB97M-V/def2-TZVPD

Atoms and positions in Å:
C1 -0.133 -0.688 1.295
C2 0.214 0.422 0.342
C3 -1.837 -1.547 2.879
C4 0.496 1.152 -2.997
N1 0.542 -1.841 1.203
N2 -1.212 -0.569 2.067
N3 1.517 1.912 -2.289
O1 1.302 0.375 -0.164
H1 -1.787 -2.607 2.500
H2 -1.651 -1.345 3.948
H3 -2.917 -1.492 2.672
H4 0.878 0.258 -3.455
H5 -0.283 0.953 -2.290
H6 0.088 1.616 -3.834
H7 1.388 -1.970 0.684
H8 0.312 -2.422 1.953
H9 2.341 2.170 -2.857
H10 -1.505 0.393 2.051
H11 1.090 2.735 -2.145
H12 -0.554 1.143 -0.016
H13 1.712 1.352 -1.548

Lowest unoccupied orbital energy ... -9.1841 eV
Energy above the lowest of the compared OMol25 structures with the same formula, charge and spin ... 0.4764 eV
Gap between HOMO and LUMO ... 9.48 eV
Highest occupied orbital energy ... -18.67 eV
Net charge ... +2

Entry 3:
C9H14O | wB97M-V/def2-TZVPD

Atoms and positions in Å:
C1 -1.988 -0.008 1.581
C2 -3.504 -0.004 1.414
H1 -1.653 1.028 1.517
H2 -1.609 -0.347 2.544
H3 -1.546 -0.507 0.734
H4 -4.081 -0.898 1.600
H5 -3.767 0.256 0.384
H6 -3.931 0.796 2.026
C3 -0.448 -0.293 -3.020
C4 0.270 -1.135 -0.775
C5 0.206 -0.096 -1.688
C6 0.979 -1.122 0.418
C7 1.579 0.081 0.765
C8 0.803 1.105 -1.286
C9 1.485 1.176 -0.091
O1 2.088 0.248 2.031
H7 -0.036 -2.126 -1.086
H8 1.226 -1.977 1.031
H9 -1.451 -0.709 -2.937
H10 0.110 -1.016 -3.621
H11 0.846 1.892 -2.028
H12 2.747 0.936 1.989
H13 1.900 2.112 0.271
H14 -0.472 0.643 -3.569

Lowest unoccupied orbital energy ... 0.8705 eV
Energy above the lowest of the compared OMol25 structures with the same formula, charge and spin ... 0.5164 eV
Gap between HOMO and LUMO ... 9.36 eV
SMILES ... Cc1ccc(O)cc1.CC
Highest occupied orbital energy ... -8.49 eV

Entry 4:
C23H46ClFN5O8P2 | wB97M-V/def2-TZVPD

Atoms and positions in Å:
C1 0.410 -3.733 -3.562
C2 1.754 -3.269 -4.289
F1 1.754 -3.959 -5.519
N1 1.682 -1.798 -4.617
C3 1.855 -0.891 -3.676
N2 2.159 -1.444 -2.370
C4 1.442 -0.727 -1.282
C5 1.854 0.782 -1.394
Cl1 0.879 1.658 -0.093
C6 1.339 1.310 -2.776
N3 -0.138 1.458 -2.850
N4 1.791 0.476 -3.952
C7 1.415 -1.458 -6.006
C8 2.474 -0.865 -6.864
C9 1.985 -0.575 -8.210
C10 0.644 -0.859 -8.699
N5 -0.297 -1.403 -7.880
C11 0.113 -1.648 -6.620
H1 0.607 -4.228 -2.582
H2 -0.160 -2.776 -3.374
H3 -0.206 -4.331 -4.272
H4 2.671 -3.537 -3.719
H5 3.173 -1.444 -2.216
H6 0.340 -0.902 -1.255
H7 1.856 -1.113 -0.309
H8 2.930 0.983 -1.188
H9 1.745 2.352 -2.906
H10 -0.509 0.536 -3.124
H11 -0.299 2.041 -3.684
H12 1.125 0.699 -4.698
H13 3.501 -0.642 -6.508
H14 2.701 -0.096 -8.926
H15 0.367 -0.624 -9.749
H16 -0.675 -2.065 -5.934
O1 3.739 -1.445 2.343
P1 2.902 -2.468 3.092
O2 2.222 -1.446 4.199
C12 1.136 -0.639 3.752
C13 -0.100 -1.465 3.437
O3 4.168 -3.100 3.943
C14 5.526 -2.868 3.573
C15 6.078 -1.632 4.260
O4 1.934 -3.725 3.654
C16 2.242 -4.516 4.811
C17 2.363 -3.750 6.116
H17 1.445 -0.059 2.875
H18 0.906 0.067 4.552
H19 0.077 -2.128 2.583
H20 -0.946 -0.820 3.193
H21 -0.370 -2.097 4.284
H22 5.631 -2.811 2.488
H23 6.102 -3.740 3.891
H24 5.409 -0.775 4.169
H25 7.049 -1.359 3.843
H26 6.198 -1.816 5.329
H27 3.130 -5.116 4.623
H28 1.420 -5.228 4.909
H29 3.172 -3.021 6.106
H30 2.562 -4.444 6.935
H31 1.442 -3.204 6.332
O5 -4.526 1.487 0.794
P2 -4.655 2.643 1.766
O6 -5.599 3.624 0.830
C18 -6.993 3.319 0.761
C19 -7.699 3.556 2.084
O7 -3.141 3.245 1.473
C20 -2.137 2.476 0.820
C21 -2.184 2.687 -0.681
O8 -4.803 3.721 3.049
C22 -4.004 4.901 3.199
C23 -4.107 5.911 2.071
H32 -7.126 2.283 0.434
H33 -7.425 3.966 -0.003
H34 -7.341 2.863 2.852
H35 -8.776 3.412 1.979
H36 -7.511 4.566 2.450
H37 -2.217 1.421 1.087
H38 -1.169 2.816 1.198
H39 -3.194 2.591 -1.084
H40 -1.543 1.976 -1.189
H41 -1.849 3.697 -0.930
H42 -2.968 4.624 3.387
H43 -4.353 5.378 4.118
H44 -3.768 5.516 1.115
H45 -3.492 6.784 2.298
H46 -5.141 6.235 1.934

Lowest unoccupied orbital energy ... -3.6534 eV
Gap between HOMO and LUMO ... 7.73 eV
Highest occupied orbital energy ... -11.38 eV
Net charge ... +1

Entry 5:
C4H9NO3 | wB97M-V/def2-TZVPD

Atoms and positions in Å:
C1 -1.063 -1.405 -0.485
C2 -0.908 -0.105 0.261
O1 -1.025 1.106 -1.086
O2 -1.551 0.148 1.281
H1 -1.366 1.878 -0.603
H2 -0.572 -1.380 -1.457
H3 -2.131 -1.557 -0.660
H4 -0.675 -2.237 0.103
C3 0.800 0.432 0.443
N1 1.721 -0.646 0.677
C4 0.792 1.092 -0.838
O3 0.783 1.315 1.518
H5 -0.043 1.114 2.006
H6 1.751 -1.306 -0.091
H7 1.449 -1.139 1.522
H8 1.069 0.531 -1.724
H9 0.970 2.159 -0.869

Lowest unoccupied orbital energy ... 0.4365 eV
Energy above the lowest of the compared OMol25 structures with the same formula, charge and spin ... 3.6407 eV
Gap between HOMO and LUMO ... 8.73 eV
Highest occupied orbital energy ... -8.29 eV

Entry 6:
C3H5CoO3 | wB97M-V/def2-TZVPD

Atoms and positions in Å:
Co1 -0.643 -1.684 1.803
O1 -0.291 0.350 2.450
O2 0.791 0.844 0.571
C1 0.546 0.614 -0.824
C2 0.074 -0.842 -0.935
O3 -0.839 -1.091 0.077
C3 -0.306 0.810 1.306
H1 -0.235 1.307 -1.173
H2 1.483 0.810 -1.355
H3 0.961 -1.501 -0.879
H4 -0.370 -0.977 -1.939
H5 -1.171 1.361 0.899

⟨S²⟩ ... 6.006
Multiplicity ... 5
Lowest unoccupied orbital energy (alpha / beta) ... 0.8308 / -0.2109 eV
Energy above the lowest of the compared OMol25 structures with the same formula, charge and spin ... 0.1180 eV
Gap between HOMO and LUMO (alpha / beta) ... 7.31 / 10.07 eV
Highest occupied orbital energy (alpha / beta) ... -6.48 / -10.28 eV

Entry 7:
C12H27N4O2 | wB97M-V/def2-TZVPD

Atoms and positions in Å:
N1 -0.373 3.204 -0.207
C1 -1.516 2.347 -0.639
C2 -1.741 1.164 0.376
N2 -1.015 -0.092 0.040
C3 -1.161 -1.064 1.152
C4 -0.306 -0.735 2.441
C5 0.833 0.324 2.210
N3 1.390 0.281 0.829
C6 0.398 0.118 -0.166
N4 0.809 0.107 -1.425
H1 0.311 3.322 -0.955
H2 -0.704 4.152 -0.008
H3 -2.436 2.997 -0.566
H4 -1.456 2.020 -1.710
H5 -1.470 1.526 1.412
H6 -2.849 0.948 0.401
H7 -2.259 -1.096 1.405
H8 -0.923 -2.103 0.779
H9 -1.016 -0.319 3.211
H10 0.106 -1.706 2.826
H11 0.401 1.357 2.379
H12 1.672 0.243 2.960
H13 1.864 1.166 0.623
H14 1.801 -0.069 -1.601
H15 0.165 0.230 -2.202
C7 -3.232 -0.664 -2.679
C8 -4.424 0.202 -2.992
O1 -4.379 1.405 -2.843
C9 -5.667 -0.482 -3.494
H16 -2.414 -0.034 -2.328
H17 -3.487 -1.377 -1.893
H18 -2.908 -1.192 -3.578
H19 -6.031 -1.189 -2.746
H20 -5.454 -1.003 -4.429
H21 -6.441 0.263 -3.676
C10 6.613 -1.647 2.088
C11 5.398 -0.816 1.778
O2 5.404 0.390 1.911
C12 4.166 -1.536 1.295
H22 7.420 -0.996 2.424
H23 6.384 -2.360 2.882
H24 6.940 -2.177 1.191
H25 3.826 -2.244 2.053
H26 4.382 -2.060 0.361
H27 3.376 -0.804 1.115

Lowest unoccupied orbital energy ... -3.7116 eV
Energy above the lowest of the compared OMol25 structures with the same formula, charge and spin ... 1.2127 eV
Gap between HOMO and LUMO ... 8.31 eV
Highest occupied orbital energy ... -12.03 eV
Net charge ... +1

Entry 8:
C25H17BrF5N4O2SV | wB97M-V/def2-TZVPD

Atoms and positions in Å:
V1 -0.355 -0.005 -0.032
F1 0.400 6.716 -0.005
C1 -0.220 5.547 -0.025
C2 0.511 4.375 -0.108
F2 1.845 4.393 -0.169
C3 -0.173 3.181 -0.123
F3 0.513 2.002 -0.216
C4 -1.549 3.064 -0.047
S1 -2.252 1.473 -0.040
C5 -2.259 4.260 0.030
F4 -3.584 4.235 0.101
C6 -1.607 5.482 0.039
F5 -2.302 6.608 0.115
C7 3.241 1.132 0.152
O1 2.318 0.037 0.089
C8 2.892 -1.200 -0.012
C9 4.252 -1.441 -0.113
C10 4.709 -2.751 -0.189
Br1 6.571 -3.070 -0.322
C11 3.842 -3.819 -0.166
C12 2.471 -3.579 -0.072
C13 1.999 -2.270 -0.008
O2 0.657 -2.014 0.055
C14 1.477 -4.639 -0.035
N1 0.191 -4.373 0.055
C15 -0.462 -5.591 0.077
C16 -1.817 -5.901 0.165
C17 -2.167 -7.236 0.163
C18 -1.203 -8.251 0.077
C19 0.144 -7.961 -0.009
C20 0.494 -6.617 -0.009
N2 1.716 -5.974 -0.075
H1 3.956 0.982 0.961
H2 2.676 2.030 0.358
H3 3.764 1.248 -0.798
H4 4.972 -0.638 -0.144
H5 4.237 -4.823 -0.218
H6 0.185 -2.944 0.033
H7 -2.560 -5.118 0.235
H8 -3.211 -7.513 0.230
H9 -1.524 -9.284 0.082
H10 0.890 -8.742 -0.073
H11 2.614 -6.420 -0.136
N3 -5.020 -3.959 -0.051
C21 -3.990 -3.089 -0.038
C22 -3.561 -2.470 1.150
C23 -2.508 -1.595 1.112
N4 -1.832 -1.287 -0.010
C24 -2.238 -1.883 -1.145
C25 -3.279 -2.770 -1.209
H12 -5.563 -4.117 0.778
H13 -5.363 -4.330 -0.918
H14 -4.069 -2.676 2.083
H15 -2.180 -1.094 2.015
H16 -1.687 -1.619 -2.041
H17 -3.560 -3.219 -2.153

⟨S²⟩ ... 0.754
Multiplicity ... 2
Lowest unoccupied orbital energy (alpha / beta) ... -3.1405 / -2.9340 eV
Energy above the lowest of the compared OMol25 structures with the same formula, charge and spin ... 1.7329 eV
Gap between HOMO and LUMO (alpha / beta) ... 7.51 / 7.24 eV
Highest occupied orbital energy (alpha / beta) ... -10.65 / -10.18 eV
Net charge ... +1

Please write out number 7 again, unchanged.
C12H27N4O2 | wB97M-V/def2-TZVPD

Atoms and positions in Å:
N1 -0.373 3.204 -0.207
C1 -1.516 2.347 -0.639
C2 -1.741 1.164 0.376
N2 -1.015 -0.092 0.040
C3 -1.161 -1.064 1.152
C4 -0.306 -0.735 2.441
C5 0.833 0.324 2.210
N3 1.390 0.281 0.829
C6 0.398 0.118 -0.166
N4 0.809 0.107 -1.425
H1 0.311 3.322 -0.955
H2 -0.704 4.152 -0.008
H3 -2.436 2.997 -0.566
H4 -1.456 2.020 -1.710
H5 -1.470 1.526 1.412
H6 -2.849 0.948 0.401
H7 -2.259 -1.096 1.405
H8 -0.923 -2.103 0.779
H9 -1.016 -0.319 3.211
H10 0.106 -1.706 2.826
H11 0.401 1.357 2.379
H12 1.672 0.243 2.960
H13 1.864 1.166 0.623
H14 1.801 -0.069 -1.601
H15 0.165 0.230 -2.202
C7 -3.232 -0.664 -2.679
C8 -4.424 0.202 -2.992
O1 -4.379 1.405 -2.843
C9 -5.667 -0.482 -3.494
H16 -2.414 -0.034 -2.328
H17 -3.487 -1.377 -1.893
H18 -2.908 -1.192 -3.578
H19 -6.031 -1.189 -2.746
H20 -5.454 -1.003 -4.429
H21 -6.441 0.263 -3.676
C10 6.613 -1.647 2.088
C11 5.398 -0.816 1.778
O2 5.404 0.390 1.911
C12 4.166 -1.536 1.295
H22 7.420 -0.996 2.424
H23 6.384 -2.360 2.882
H24 6.940 -2.177 1.191
H25 3.826 -2.244 2.053
H26 4.382 -2.060 0.361
H27 3.376 -0.804 1.115

Lowest unoccupied orbital energy ... -3.7116 eV
Energy above the lowest of the compared OMol25 structures with the same formula, charge and spin ... 1.2127 eV
Gap between HOMO and LUMO ... 8.31 eV
Highest occupied orbital energy ... -12.03 eV
Net charge ... +1

Please write out number 5 again, unchanged.
C4H9NO3 | wB97M-V/def2-TZVPD

Atoms and positions in Å:
C1 -1.063 -1.405 -0.485
C2 -0.908 -0.105 0.261
O1 -1.025 1.106 -1.086
O2 -1.551 0.148 1.281
H1 -1.366 1.878 -0.603
H2 -0.572 -1.380 -1.457
H3 -2.131 -1.557 -0.660
H4 -0.675 -2.237 0.103
C3 0.800 0.432 0.443
N1 1.721 -0.646 0.677
C4 0.792 1.092 -0.838
O3 0.783 1.315 1.518
H5 -0.043 1.114 2.006
H6 1.751 -1.306 -0.091
H7 1.449 -1.139 1.522
H8 1.069 0.531 -1.724
H9 0.970 2.159 -0.869

Lowest unoccupied orbital energy ... 0.4365 eV
Energy above the lowest of the compared OMol25 structures with the same formula, charge and spin ... 3.6407 eV
Gap between HOMO and LUMO ... 8.73 eV
Highest occupied orbital energy ... -8.29 eV

Please write out number 3 again, unchanged.
C9H14O | wB97M-V/def2-TZVPD

Atoms and positions in Å:
C1 -1.988 -0.008 1.581
C2 -3.504 -0.004 1.414
H1 -1.653 1.028 1.517
H2 -1.609 -0.347 2.544
H3 -1.546 -0.507 0.734
H4 -4.081 -0.898 1.600
H5 -3.767 0.256 0.384
H6 -3.931 0.796 2.026
C3 -0.448 -0.293 -3.020
C4 0.270 -1.135 -0.775
C5 0.206 -0.096 -1.688
C6 0.979 -1.122 0.418
C7 1.579 0.081 0.765
C8 0.803 1.105 -1.286
C9 1.485 1.176 -0.091
O1 2.088 0.248 2.031
H7 -0.036 -2.126 -1.086
H8 1.226 -1.977 1.031
H9 -1.451 -0.709 -2.937
H10 0.110 -1.016 -3.621
H11 0.846 1.892 -2.028
H12 2.747 0.936 1.989
H13 1.900 2.112 0.271
H14 -0.472 0.643 -3.569

Lowest unoccupied orbital energy ... 0.8705 eV
Energy above the lowest of the compared OMol25 structures with the same formula, charge and spin ... 0.5164 eV
Gap between HOMO and LUMO ... 9.36 eV
SMILES ... Cc1ccc(O)cc1.CC
Highest occupied orbital energy ... -8.49 eV